(1)
# C48H35Cl5GeInN3O7

C48H35Cl5GeInN3O7 as an isolated structure in a non-equilibrium geometry (ωB97M-V/def2-TZVPD, OMol25).

HOMO: -0.06870 Eh
Multiplicity: 1
Charge: -2
HOMO-LUMO gap: 5.89 eV
DFT total energy: -7109.27555 Eh

Structure (XYZ):
```
100
Properties=species:S:1:pos:R:3:mulliken_charge:R:1
In 0.549 -0.065 0.576 1.68
C 4.900 0.078 -1.141 -1.21
C 3.811 -0.120 -0.279 -0.51
N 2.651 0.445 -0.481 0.71
C 2.439 1.193 -1.566 -0.04
C 3.426 1.317 -2.582 1.07
C 4.700 0.776 -2.304 -1.20
C 3.089 1.945 -3.794 -0.78
C 1.800 2.387 -3.985 -1.10
C 0.862 2.379 -2.961 -0.47
C 1.175 1.876 -1.692 0.03
N 0.436 1.908 -0.579 0.50
C -0.485 2.796 -0.214 1.10
C -0.831 3.972 -0.889 -1.46
C -1.867 4.783 -0.451 -0.76
C -2.538 4.539 0.724 -1.11
C -2.108 3.481 1.544 1.09
C -2.623 3.248 2.835 -0.93
C -2.099 2.247 3.608 -1.12
C -1.113 1.423 3.054 -0.19
N -0.671 1.585 1.834 0.74
C -1.095 2.596 1.078 -0.55
H 5.868 -0.339 -0.894 0.54
H 3.888 -0.766 0.585 0.69
H 5.500 0.914 -3.022 0.39
H 3.836 2.037 -4.571 0.38
H 1.508 2.771 -4.956 0.34
H -0.141 2.724 -3.161 0.68
H -0.280 4.258 -1.771 0.76
H -2.156 5.626 -1.066 0.38
H -3.372 5.158 1.027 0.36
H -3.417 3.881 3.213 0.37
H -2.442 2.080 4.620 0.45
H -0.673 0.613 3.626 0.51
Cl -6.274 -3.508 0.053 -0.27
C -5.040 -2.311 -0.052 0.29
C -3.912 -2.397 0.763 0.08
Cl -3.747 -3.756 1.807 -0.25
C -2.941 -1.426 0.745 -0.05
Cl -1.545 -1.551 1.735 0.25
C -2.989 -0.305 -0.152 -1.07
O -2.104 0.564 -0.200 0.04
C -4.164 -0.270 -0.969 0.22
Cl -4.292 1.042 -2.077 -0.25
C -5.141 -1.239 -0.932 0.18
Cl -6.515 -1.127 -1.964 -0.25
C 0.905 -2.138 -3.243 -1.00
O 1.089 -1.375 -2.052 0.49
C 0.019 -1.319 -1.256 -0.58
O -1.076 -1.667 -1.583 -0.51
H 1.873 -2.163 -3.740 0.21
H 0.160 -1.662 -3.885 0.24
H 0.569 -3.145 -2.976 0.27
O 0.630 -3.231 -0.257 -0.63
C 1.676 -3.180 0.388 0.88
O 1.938 -2.393 1.335 -0.31
C 2.788 -4.193 0.070 -1.16
C 3.023 -4.999 1.326 -1.52
Ge 3.244 -3.810 2.947 2.08
C 4.111 -5.209 4.174 -0.38
C 3.787 -6.557 4.066 -0.44
C 4.413 -7.525 4.832 -0.66
C 5.383 -7.163 5.750 -0.41
C 5.702 -5.824 5.897 -0.84
C 5.074 -4.868 5.117 -0.01
C 1.778 -3.157 4.136 0.08
C 2.117 -2.621 5.372 0.12
C 1.146 -2.112 6.216 -0.77
C -0.186 -2.154 5.840 -0.55
C -0.538 -2.712 4.624 -0.62
C 0.440 -3.205 3.777 -0.58
C 4.771 -2.540 2.793 0.68
C 6.078 -2.968 2.585 -0.35
C 7.102 -2.048 2.439 -0.75
C 6.833 -0.690 2.491 -0.66
C 5.539 -0.256 2.721 -0.14
C 4.518 -1.179 2.875 -0.40
H 3.672 -3.614 -0.203 0.25
H 2.484 -4.825 -0.768 0.43
H 3.919 -5.620 1.236 0.42
H 2.170 -5.662 1.479 0.55
H 3.026 -6.858 3.356 0.25
H 4.150 -8.568 4.711 0.39
H 5.886 -7.918 6.344 0.36
H 6.452 -5.528 6.620 0.39
H 5.346 -3.827 5.230 0.33
H 3.156 -2.596 5.676 0.25
H 1.430 -1.674 7.165 0.36
H -0.948 -1.752 6.495 0.41
H -1.577 -2.750 4.328 0.48
H 0.159 -3.609 2.817 0.47
H 6.297 -4.030 2.540 0.38
H 8.119 -2.386 2.280 0.38
H 7.631 0.029 2.347 0.38
H 5.311 0.800 2.760 0.43
H 3.497 -0.859 3.020 -0.18
O 2.257 2.204 1.755 -0.44
C 2.198 1.340 2.607 -0.62
O 1.634 0.223 2.590 0.11
H 2.727 1.545 3.600 0.16
```

=====

(2)
# C48H36AgF10GeN7O

C48H36AgF10GeN7O as an isolated structure in a non-equilibrium geometry (ωB97M-V/def2-TZVPD, OMol25).

HOMO: -0.01108 Eh
Multiplicity: 1
Charge: -2
HOMO-LUMO gap: 3.74 eV
DFT total energy: -5531.67635 Eh

Structure (XYZ):
```
104
Properties=species:S:1:pos:R:3:mulliken_charge:R:1
Ag 0.195 -0.232 -0.306 -0.63
C -0.447 -3.919 -1.216 -1.44
N 0.470 -2.903 -1.679 1.30
C 1.843 -3.238 -1.330 -0.84
C 2.180 -2.681 0.058 -1.71
N 2.331 -1.255 -0.042 1.23
C 3.497 -0.696 -0.221 -0.59
C 4.808 -1.281 -0.254 0.09
F 4.991 -2.642 -0.295 -0.37
C 5.968 -0.540 -0.266 0.11
F 7.162 -1.192 -0.271 -0.35
C 5.948 0.847 -0.272 0.56
F 7.105 1.564 -0.193 -0.36
C 4.700 1.475 -0.340 -0.04
F 4.653 2.824 -0.410 -0.33
C 3.546 0.735 -0.339 0.05
F 2.360 1.387 -0.426 0.07
C 0.281 -2.655 -3.095 -1.32
C 0.822 -1.296 -3.546 -0.84
N 0.246 -0.264 -2.732 -0.03
C 0.136 0.960 -3.189 0.04
C 0.622 1.455 -4.445 0.54
F 1.474 0.720 -5.239 -0.38
C 0.307 2.706 -4.923 0.41
F 0.767 3.092 -6.146 -0.37
C -0.475 3.574 -4.177 0.03
F -0.806 4.811 -4.659 -0.39
C -0.882 3.160 -2.908 -0.04
F -1.628 4.052 -2.193 -0.27
C -0.580 1.922 -2.392 0.30
F -2.488 1.632 -0.987 -0.56
H -0.284 -4.890 -1.724 0.40
H -1.471 -3.595 -1.397 0.33
H -0.324 -4.070 -0.146 0.31
H 2.524 -2.769 -2.043 0.34
H 2.014 -4.330 -1.371 0.30
H 3.059 -3.188 0.469 0.44
H 1.340 -2.869 0.735 0.40
H -0.798 -2.654 -3.282 0.46
H 0.737 -3.456 -3.714 0.32
H 0.546 -1.201 -4.607 0.47
H 1.920 -1.278 -3.487 0.25
N 1.800 -0.365 6.878 0.04
C 1.700 -0.128 8.217 0.63
C 2.492 -0.465 9.298 -0.96
C 2.055 -0.061 10.555 -0.40
C 0.872 0.652 10.717 -0.43
C 0.065 0.981 9.642 -0.79
C 0.473 0.576 8.371 0.46
N -0.144 0.713 7.170 -0.64
C 0.649 0.140 6.274 -0.28
C 0.416 -0.006 4.878 1.20
C 1.458 -0.347 3.992 -1.29
C 1.182 -0.616 2.678 -0.25
N -0.044 -0.601 2.130 0.16
C -1.030 -0.196 2.954 -0.63
C -0.860 0.119 4.282 -0.24
H 2.536 -0.862 6.410 0.19
H 3.406 -1.036 9.183 0.37
H 2.641 -0.326 11.426 0.36
H 0.565 0.940 11.715 0.36
H -0.859 1.523 9.770 0.44
H 2.481 -0.409 4.334 0.37
H 1.982 -0.899 2.015 0.32
H -2.019 -0.162 2.517 0.39
H -1.698 0.397 4.905 0.56
C -1.010 1.512 -1.004 0.89
Ge -2.405 3.484 1.744 -0.38
C -3.635 4.558 0.556 0.62
C -4.237 4.096 -0.605 0.23
C -5.188 4.858 -1.261 -0.87
C -5.541 6.107 -0.780 -0.46
C -4.945 6.585 0.374 -0.62
C -4.015 5.807 1.038 -0.64
C -3.686 2.338 2.756 0.35
C -3.785 2.231 4.134 -0.18
C -4.759 1.427 4.706 -0.45
C -5.645 0.724 3.908 -0.49
C -5.548 0.822 2.529 -0.78
C -4.575 1.623 1.961 -0.44
C -1.143 4.790 2.607 0.32
C -0.817 5.961 1.931 -0.17
C 0.170 6.807 2.405 -0.73
C 0.859 6.488 3.562 -0.41
C 0.571 5.308 4.224 -0.77
C -0.415 4.462 3.744 -0.36
H -0.640 3.436 -0.346 0.18
H -3.961 3.139 -1.011 0.36
H -5.646 4.470 -2.160 0.40
H -6.278 6.712 -1.293 0.36
H -5.205 7.565 0.760 0.39
H -3.576 6.178 1.955 0.40
H -3.088 2.771 4.761 0.32
H -4.828 1.344 5.784 0.41
H -6.400 0.089 4.356 0.36
H -6.229 0.266 1.899 0.41
H -4.480 1.675 0.886 0.25
H -1.328 6.200 1.007 0.41
H 0.421 7.706 1.857 0.38
H 1.640 7.143 3.924 0.36
H 1.135 5.035 5.104 0.42
H -0.595 3.520 4.240 0.36
O -1.196 2.293 1.179 0.14
N -0.520 2.457 -0.066 -0.41
```

=====

(3)
# C48H36N5OPPdSeSi

C48H36N5OPPdSeSi as an isolated structure (ωB97M-V/def2-TZVPD, OMol25).

HOMO: -0.26276 Eh
Energy relative to the best compared isomer or geometry (same formula, charge and spin): 0.0 kcal/mol
Multiplicity: 1
HOMO-LUMO gap: 5.97 eV
DFT total energy: -5360.02274 Eh

Structure (XYZ):
```
94
Properties=species:S:1:pos:R:3:mulliken_charge:R:1
Pd 0.810 0.557 0.044 0.38
Se 5.841 6.223 0.196 0.25
N 6.005 4.455 0.128 -0.85
C 4.798 3.968 0.175 0.87
C 4.509 2.534 0.136 0.51
C 5.499 1.548 0.143 -0.72
C 5.121 0.228 0.127 -0.97
C 3.764 -0.086 0.090 -0.18
N 2.828 0.847 0.081 0.27
C 3.182 2.143 0.117 -0.28
C 2.088 3.121 0.222 -0.38
N 0.847 2.616 0.267 0.62
C -0.174 3.413 0.522 -1.25
C -0.010 4.786 0.700 -1.02
C 1.248 5.326 0.592 -0.74
C 2.331 4.476 0.353 0.51
C 3.720 4.931 0.278 0.86
N 4.069 6.185 0.312 -0.84
H 6.541 1.844 0.167 0.53
H 5.853 -0.568 0.144 0.48
H 3.389 -1.104 0.064 0.44
H -1.140 2.922 0.571 1.23
H -0.872 5.406 0.905 0.48
H 1.422 6.389 0.702 0.52
O -1.197 0.596 -0.084 -0.34
Si -1.794 0.667 -1.592 0.12
C -3.639 1.030 -1.466 0.16
C -4.273 2.100 -2.107 -0.42
C -5.636 2.335 -1.947 -0.70
C -6.396 1.499 -1.143 -0.59
C -5.791 0.421 -0.506 -0.64
C -4.431 0.195 -0.668 0.36
C -1.627 -0.951 -2.555 0.67
C -2.747 -1.570 -3.120 -0.37
C -2.639 -2.752 -3.846 -0.77
C -1.398 -3.345 -4.020 -0.57
C -0.269 -2.750 -3.470 -0.86
C -0.384 -1.569 -2.751 0.16
C -1.005 2.036 -2.650 0.50
C -1.114 3.384 -2.280 -0.10
C -0.512 4.402 -3.009 -0.99
C 0.218 4.095 -4.150 -0.67
C 0.328 2.771 -4.552 -0.79
C -0.274 1.759 -3.810 -0.44
H -3.702 2.750 -2.759 0.41
H -6.105 3.169 -2.457 0.40
H -7.457 1.681 -1.017 0.36
H -6.382 -0.241 0.116 0.43
H -3.969 -0.653 -0.176 -0.13
H -3.726 -1.122 -2.992 0.35
H -3.524 -3.207 -4.276 0.41
H -1.310 -4.269 -4.580 0.38
H 0.703 -3.217 -3.592 0.41
H 0.503 -1.141 -2.314 0.24
H -1.695 3.653 -1.401 0.86
H -0.617 5.434 -2.691 0.43
H 0.692 4.884 -4.725 0.41
H 0.877 2.522 -5.452 0.43
H -0.172 0.735 -4.149 0.32
N 1.043 -1.396 0.070 -0.23
P 0.554 -2.082 1.383 2.01
C 0.204 -1.096 2.895 0.27
C -0.844 -1.404 3.762 -0.39
C -1.055 -0.654 4.914 -0.78
C -0.217 0.408 5.217 -0.56
C 0.843 0.709 4.372 -0.75
C 1.051 -0.041 3.225 -0.22
C 1.805 -3.268 1.993 -0.15
C 1.855 -3.714 3.312 -0.17
C 2.840 -4.608 3.714 -0.72
C 3.778 -5.067 2.799 -0.46
C 3.731 -4.632 1.481 -0.84
C 2.749 -3.734 1.080 -0.37
C -0.937 -3.114 1.183 0.18
C -2.164 -2.491 0.948 0.05
C -3.297 -3.257 0.722 -0.99
C -3.215 -4.646 0.703 -0.77
C -1.995 -5.269 0.908 -0.69
C -0.859 -4.504 1.153 -0.70
H -1.505 -2.230 3.538 0.47
H -1.879 -0.902 5.573 0.43
H -0.386 0.997 6.111 0.39
H 1.511 1.528 4.611 0.45
H 1.890 0.192 2.585 0.29
H 1.127 -3.357 4.031 0.36
H 2.876 -4.947 4.742 0.42
H 4.545 -5.766 3.114 0.39
H 4.459 -4.994 0.764 0.42
H 2.688 -3.386 0.055 0.51
H -2.211 -1.406 0.925 0.38
H -4.253 -2.776 0.554 0.42
H -4.103 -5.239 0.521 0.40
H -1.925 -6.350 0.882 0.41
H 0.093 -4.995 1.317 0.38
```